[1]
49
Properties=species:S:1:pos:R:3:forces:R:3 method="wB97M-V/def2-TZVPD" multiplicity=1 energy_ha=-1688.46855 e_lumo_ha=0.01402 homo_ev=-8.63 smiles="CCn1c(SCC(=O)NNC(=O)c2ccc(OC)cc2)nnc1-c1cccnc1" relative_energy_kj_mol=22.7
C -0.83700 2.90010 1.60034 0.23 0.03 -0.01
C 0.68714 2.86647 1.53235 -0.42 0.50 0.10
N 1.16294 1.54803 1.19655 0.29 -0.81 -0.01
C 1.14017 0.46510 2.02148 0.14 -0.13 -0.08
S 0.70429 0.52421 3.70206 -0.08 0.02 0.29
C 1.41435 -1.06567 4.26359 0.00 0.26 0.10
C 0.38318 -2.09376 4.71217 0.21 0.31 -0.24
O 0.32110 -2.46497 5.86586 0.06 0.00 0.24
N -0.39841 -2.62818 3.75852 -0.83 -0.74 -0.36
N -0.53229 -2.21819 2.43687 0.17 0.23 0.14
C -1.54303 -2.75646 1.70014 0.36 0.30 0.36
O -2.32632 -3.56347 2.16302 -0.19 -0.28 0.05
C -1.59018 -2.20210 0.32229 -0.13 -0.02 -0.20
C -1.74749 -3.04237 -0.76975 0.04 0.11 0.28
C -1.78249 -2.53465 -2.05604 -0.01 0.07 -0.32
C -1.68545 -1.16242 -2.26251 0.01 0.06 0.27
O -1.69108 -0.55205 -3.47745 0.04 0.16 0.28
C -1.82548 -1.34722 -4.63223 -0.02 -0.15 -0.21
C -1.57297 -0.31125 -1.15958 -0.03 -0.02 -0.28
C -1.51731 -0.82609 0.11509 -0.04 -0.16 -0.08
N 1.49083 -0.61825 1.36810 -0.17 0.19 0.81
N 1.74190 -0.26649 0.10136 0.34 0.27 -1.08
C 1.55095 1.02020 -0.01468 0.06 -0.28 0.30
C 1.75341 1.75461 -1.25137 0.04 0.31 -0.48
C 1.31582 1.20464 -2.45661 0.06 0.17 0.12
C 1.51983 1.91243 -3.62617 0.03 0.02 0.09
C 2.15594 3.14422 -3.55069 -0.11 -0.19 -0.22
N 2.61292 3.65234 -2.41950 0.26 0.51 -0.03
C 2.42920 2.97437 -1.30389 -0.15 -0.33 0.19
H -1.26721 2.60776 0.64473 -0.05 -0.02 -0.07
H -1.20019 2.22742 2.37386 -0.10 -0.05 0.04
H -1.16681 3.90734 1.83687 -0.09 0.10 0.03
H 1.11008 3.14018 2.50379 0.07 0.05 -0.17
H 1.04083 3.56515 0.77347 0.04 -0.08 0.18
H 2.03658 -0.82871 5.12667 -0.08 -0.13 -0.10
H 2.02397 -1.44298 3.44348 0.05 -0.02 0.08
H -1.11620 -3.30295 4.01827 0.22 0.16 0.00
H 0.28141 -1.78501 1.98290 -0.07 -0.23 0.02
H -1.83135 -4.10592 -0.60690 -0.02 -0.11 0.01
H -1.88756 -3.21541 -2.88556 0.00 -0.04 -0.10
H -0.99370 -2.05149 -4.73338 -0.04 0.01 0.01
H -2.77138 -1.89706 -4.63315 0.04 0.01 0.01
H -1.81360 -0.65229 -5.47037 -0.01 -0.09 0.02
H -1.53276 0.75222 -1.33994 0.00 0.14 -0.01
H -1.44956 -0.16074 0.96305 0.05 0.08 0.11
H 0.82426 0.24491 -2.45240 -0.07 -0.10 -0.01
H 1.18785 1.51991 -4.57404 -0.03 -0.02 -0.10
H 2.32091 3.74893 -4.43224 -0.03 -0.03 -0.13
H 2.86994 3.41560 -0.41844 -0.03 -0.05 0.15

***

[2]
18
Properties=species:S:1:pos:R:3:forces:R:3 method="wB97M-V/def2-TZVPD" multiplicity=1 energy_ha=-414.47776 e_lumo_ha=0.03441 homo_ev=-8.55 smiles=N[C@H](O)N[C@@H]1N[C@@H]1N relative_energy_kj_mol=355.7
N 2.48694 0.74912 -0.49005 -0.64 -0.68 -2.08
C 1.41198 0.19568 0.25387 -0.98 -0.20 -0.88
O 1.69348 -1.07761 0.79619 -0.03 0.25 0.03
N 0.43084 0.06382 -0.91903 -1.12 -0.74 0.98
C -0.94287 0.48999 -0.74594 -0.22 -0.22 -0.24
N -1.32923 1.02808 0.54597 0.12 0.06 0.18
C -1.89232 -0.26260 0.10867 -0.19 0.15 -0.08
N -1.50180 -1.46676 0.74859 0.15 -0.05 0.10
H 2.73087 1.68480 -0.18729 -0.05 -0.03 -0.36
H 1.74013 0.60818 -1.46980 2.99 1.76 2.20
H 0.95013 0.81961 1.02135 0.12 -0.21 -0.06
H 2.51634 -1.36242 0.37683 0.02 0.09 0.03
H 0.44963 -0.89321 -1.26480 -0.13 -0.13 0.31
H -1.32669 0.96894 -1.64418 -0.06 -0.02 0.15
H -1.96646 1.81391 0.48042 -0.01 -0.12 -0.13
H -2.93892 -0.26677 -0.18520 0.10 0.07 -0.02
H -2.00483 -1.60395 1.61747 0.01 0.02 -0.07
H -0.50724 -1.48882 0.95693 -0.06 -0.01 -0.04

***

[3]
60
Properties=species:S:1:pos:R:3:forces:R:3 method="wB97M-V/def2-TZVPD" multiplicity=5 energy_ha=-4793.65567 e_lumo_ha="0.00465 / -0.00077" homo_ev="-5.52 / -7.36" s2=6.011 relative_energy_kj_mol=92.2
Cr 0.00126 -0.22240 -0.02126 2.06 0.46 0.04
C -2.99448 -0.73986 -0.02969 0.21 0.03 -0.01
N -1.73399 -1.49895 -0.02601 -2.16 -1.50 -0.06
C -1.61363 -2.30372 1.19964 0.22 0.14 -0.07
C -1.05044 -1.46818 2.33221 0.24 0.12 -0.22
C -1.30193 -1.78718 3.65176 -0.13 0.01 0.16
C -0.68519 -1.06088 4.65907 0.09 0.07 -0.33
C 0.17180 -0.03219 4.29477 -0.09 -0.13 0.36
C 0.36386 0.23462 2.95621 0.11 0.09 -0.36
N -0.22707 -0.45995 1.98244 -0.52 -0.56 1.44
C -1.59668 -2.28459 -1.26024 0.13 0.08 0.09
C -1.09022 -1.41316 -2.39255 0.30 0.20 0.32
C -1.33786 -1.73931 -3.71183 -0.09 -0.06 -0.26
C -0.77597 -0.97687 -4.72552 0.09 0.14 0.41
C 0.00239 0.11555 -4.36333 -0.13 -0.18 -0.46
C 0.19227 0.39034 -3.02695 0.09 0.12 0.49
N -0.32019 -0.35842 -2.04406 -0.62 -0.53 -1.53
C -2.78651 0.75387 0.00030 0.31 -0.03 0.05
C -3.88172 1.59917 -0.02006 -0.21 0.16 -0.02
C -3.69217 2.97106 0.01799 0.30 -0.23 0.02
C -2.38691 3.43580 0.10131 -0.36 0.18 -0.02
C -1.35291 2.52670 0.13472 0.27 -0.38 0.17
N -1.52294 1.20017 0.07204 -1.50 0.70 -0.04
H -3.59227 -1.01519 0.84417 -0.06 0.00 -0.05
H -3.58136 -0.99566 -0.91719 -0.04 0.02 0.04
H -0.90479 -3.11179 1.02020 0.03 0.05 0.04
H -2.56889 -2.76008 1.48581 0.01 0.05 0.05
H -1.97281 -2.60426 3.88393 0.01 -0.01 0.00
H -0.86744 -1.29547 5.69845 0.02 0.00 0.02
H 0.68952 0.55000 5.04365 0.00 0.04 -0.04
H 1.02238 1.02762 2.62252 0.02 0.00 -0.01
H -2.53389 -2.78404 -1.53679 0.01 0.07 -0.08
H -0.84110 -3.05089 -1.08913 0.00 0.03 -0.02
H -1.96225 -2.59380 -3.94028 0.00 0.00 0.01
H -0.94399 -1.22692 -5.76351 0.00 0.02 -0.03
H 0.45645 0.74256 -5.11750 0.02 0.05 0.05
H 0.77897 1.24009 -2.69816 0.05 -0.02 0.01
H -4.87921 1.17926 -0.06192 0.01 -0.03 -0.03
H -4.53466 3.64782 -0.00741 -0.01 0.03 0.00
H -2.17134 4.49431 0.14258 0.05 0.01 0.02
H -0.32563 2.83838 0.21314 -0.32 -0.26 0.06
Cl 6.43125 4.45487 -0.02515 0.08 0.05 0.01
C 4.97499 3.53820 -0.02011 -0.03 -0.06 0.00
C 5.00327 2.15207 0.09427 -0.12 0.08 -0.01
Cl 6.51876 1.35333 0.23091 0.15 -0.05 0.02
C 3.83202 1.40866 0.09941 -0.49 0.18 -0.03
Cl 3.93287 -0.28507 0.27340 -0.30 -0.56 0.04
C 2.53243 1.99381 -0.02759 -0.42 0.33 -0.06
O 1.40120 1.35219 -0.03882 1.54 0.89 0.04
C 2.56476 3.41503 -0.14742 0.42 -0.08 0.00
Cl 1.08183 4.27728 -0.34440 0.36 0.44 -0.22
C 3.74014 4.15911 -0.13455 -0.04 0.00 -0.02
Cl 3.68070 5.87800 -0.26623 0.00 0.07 -0.02
C 2.07341 -4.07760 -0.19673 0.03 0.17 0.00
C 1.49085 -2.86019 0.51221 0.06 0.20 -0.07
O 1.44188 -2.82755 1.74115 0.04 -0.12 -0.10
O 1.03166 -1.94990 -0.28093 0.30 -0.38 0.10
H 3.02597 -4.35374 0.25272 -0.04 -0.02 0.05
H 2.20711 -3.87523 -1.25705 0.01 -0.05 -0.01
H 1.38644 -4.91680 -0.06862 0.02 -0.03 0.01